[1]
The following is a DFT calculation (the ωB97M-V functional and the def2-TZVPD basis) of a cluster of 20 separate species, C32H112N8O20 in total in a non-equilibrium geometry.

ORCA input file:
```
! RIJCOSX wB97M-V def2-TZVPD def2/J DEFGRID3
* xyz -1 2
C -4.79 -3.20 0.10
C -4.43 -4.65 -0.33
C -3.25 -5.32 0.55
O -2.22 -4.33 0.34
C -1.09 -4.75 1.12
N -5.60 -5.51 -0.14
H -5.70 -2.82 -0.37
H -4.01 -2.48 -0.15
H -4.96 -3.23 1.17
H -4.08 -4.65 -1.36
H -2.88 -6.30 0.26
H -3.48 -5.48 1.60
H -0.33 -3.98 0.97
H -0.73 -5.71 0.74
H -1.10 -4.85 2.21
H -6.32 -5.24 -0.79
H -6.12 -5.35 0.71
C 4.87 2.92 0.03
C 5.58 2.40 -1.18
C 5.31 3.25 -2.38
O 3.93 3.19 -2.85
C 3.75 3.98 -4.01
N 7.07 2.40 -0.94
H 3.79 2.79 0.07
H 4.94 4.00 -0.05
H 5.34 2.66 0.98
H 5.22 1.38 -1.31
H 6.05 2.99 -3.14
H 5.55 4.30 -2.18
H 4.58 4.00 -4.71
H 3.53 5.00 -3.67
H 2.81 3.81 -4.54
H 7.38 1.97 -0.08
H 7.41 3.35 -0.94
C 2.66 -2.67 -2.62
C 2.17 -2.50 -4.07
C 3.41 -2.39 -5.08
O 4.32 -1.38 -4.74
C 3.72 -0.12 -4.62
N 1.36 -3.62 -4.46
H 3.54 -2.05 -2.42
H 3.02 -3.69 -2.55
H 1.86 -2.56 -1.88
H 1.56 -1.59 -4.12
H 3.24 -2.32 -6.16
H 4.03 -3.28 -4.97
H 4.51 0.61 -4.44
H 3.12 -0.01 -3.72
H 3.11 0.16 -5.47
H 0.88 -3.49 -5.34
H 0.56 -3.72 -3.84
C 4.90 0.44 3.50
C 4.43 1.50 4.47
C 4.71 2.96 4.21
O 4.04 3.82 5.20
C 4.51 5.18 5.07
N 3.05 1.20 4.59
H 4.39 0.44 2.53
H 4.85 -0.60 3.82
H 5.97 0.52 3.33
H 4.89 1.31 5.44
H 4.47 3.10 3.15
H 5.78 3.10 4.36
H 4.63 5.58 4.07
H 5.53 5.36 5.40
H 3.84 5.83 5.64
H 2.72 1.79 5.35
H 2.67 1.71 3.81
C 5.19 -7.43 0.27
C 4.60 -6.12 0.68
C 5.34 -4.81 0.27
O 4.88 -3.68 0.97
C 5.51 -2.47 0.55
N 3.19 -6.04 0.26
H 5.07 -7.64 -0.80
H 4.61 -8.21 0.76
H 6.23 -7.52 0.56
H 4.61 -6.11 1.77
H 5.25 -4.73 -0.81
H 6.41 -4.97 0.46
H 6.55 -2.44 0.85
H 4.98 -1.64 1.02
H 5.50 -2.39 -0.53
H 3.11 -6.23 -0.73
H 2.86 -5.09 0.33
C 2.17 0.20 0.37
C 0.83 0.36 -0.40
C -0.37 0.56 0.53
O -1.54 0.55 -0.25
C -2.81 0.66 0.47
N 0.96 1.43 -1.35
H 2.43 1.01 1.06
H 2.95 0.28 -0.39
H 2.16 -0.67 1.02
H 0.70 -0.48 -1.08
H -0.26 1.41 1.20
H -0.26 -0.29 1.21
H -3.56 0.47 -0.30
H -2.97 1.57 1.05
H -2.96 -0.13 1.21
H 1.61 1.25 -2.10
H 0.04 1.40 -1.77
C -6.44 2.61 -3.91
C -5.61 1.38 -3.61
C -4.42 1.74 -2.73
O -3.62 2.79 -3.22
C -2.73 3.37 -2.26
N -6.48 0.47 -2.86
H -6.67 2.98 -2.91
H -7.30 2.38 -4.54
H -5.87 3.30 -4.54
H -5.25 0.93 -4.54
H -3.72 0.91 -2.63
H -4.74 1.94 -1.71
H -2.18 4.19 -2.72
H -2.03 2.64 -1.86
H -3.33 3.85 -1.49
H -6.80 0.84 -1.97
H -7.29 0.53 -3.46
C -7.21 -0.15 1.30
C -6.52 1.10 0.92
C -7.38 2.17 0.18
O -8.19 1.57 -0.81
C -9.12 2.50 -1.40
N -5.82 1.66 2.01
H -6.56 -0.78 1.90
H -7.55 -0.74 0.45
H -8.03 -0.07 2.02
H -5.82 0.74 0.16
H -6.81 3.00 -0.23
H -8.10 2.52 0.92
H -9.78 2.95 -0.67
H -9.61 1.97 -2.22
H -8.50 3.28 -1.84
H -5.34 2.50 1.74
H -5.22 1.08 2.58
O -3.96 -0.29 3.66
H -3.45 -1.08 3.49
H -4.81 -0.61 3.95
O 0.95 3.69 0.23
H 1.03 2.88 -0.28
H 1.14 4.39 -0.40
O 1.69 2.99 2.73
H 1.50 3.29 1.84
H 0.83 2.74 3.09
O -0.41 -0.02 4.17
H 0.47 -0.41 4.20
H -0.96 -0.71 3.81
O 2.41 -3.10 1.93
H 3.27 -3.41 1.64
H 2.03 -3.84 2.40
O -2.01 -1.09 -2.58
H -1.76 -0.54 -1.83
H -2.95 -1.24 -2.46
O 1.80 -1.30 3.88
H 2.23 -1.77 3.16
H 2.38 -0.56 4.07
O -2.06 -2.21 3.49
H -2.11 -2.51 2.58
H -2.37 -2.96 4.00
O -4.17 4.20 1.57
H -3.22 4.17 1.63
H -4.35 4.90 0.93
O -1.40 4.27 1.73
H -1.14 3.91 2.58
H -0.70 4.01 1.14
O 0.60 1.93 -4.37
H -0.23 2.14 -4.79
H 1.25 2.00 -5.07
O -0.76 2.51 3.89
H -1.64 2.70 4.19
H -0.59 1.61 4.18
*
```

Values from the calculation:
LUMO level (alpha / beta) = 1.6 / 1.6 eV
Energy = -87866.6481 eV
Orbital gap (alpha / beta) = 1.37 / 7.77 eV

---

[2]
The following is a DFT calculation (the ωB97M-V functional and the def2-TZVPD basis) of a structure of composition C32H16Cl3F4N4O2PbSSbSe4 in a non-equilibrium geometry.

ORCA input file:
```
! RIJCOSX wB97M-V def2-TZVPD def2/J DEFGRID3
* xyz -2 1
Pb -2.90 -1.17 1.20
Cl -2.91 -3.12 -6.72
C -2.80 -2.47 -5.10
C -3.08 -3.29 -4.02
C -2.98 -2.77 -2.75
Cl -3.31 -3.83 -1.42
C -2.63 -1.42 -2.45
O -2.60 -0.86 -1.31
C -2.32 -0.67 -3.63
Cl -1.80 0.97 -3.39
C -2.41 -1.16 -4.91
H -3.37 -4.32 -4.16
H -2.16 -0.53 -5.76
Se -6.22 -2.14 4.85
Sb -3.85 -2.07 5.35
Se -2.76 -0.32 3.89
Se -2.87 -4.06 2.12
Se -2.70 -4.38 4.36
O -0.58 -1.90 0.89
S 0.07 -3.24 0.93
C 1.67 -2.91 0.09
C 1.41 -2.73 -1.37
C 1.61 -1.49 -1.98
C 1.40 -1.34 -3.34
C 0.97 -2.41 -4.10
C 0.74 -3.64 -3.50
C 0.95 -3.80 -2.14
C 0.72 -3.42 2.66
C 1.57 -2.26 3.08
C 0.97 -1.04 3.37
C 1.75 0.06 3.71
C 3.13 -0.05 3.77
C 3.73 -1.27 3.49
C 2.95 -2.37 3.14
H 2.30 -3.78 0.29
H 2.10 -2.01 0.53
H 1.94 -0.65 -1.38
H 1.56 -0.37 -3.80
H 0.80 -2.29 -5.17
H 0.38 -4.47 -4.09
H 0.77 -4.76 -1.67
H 1.26 -4.37 2.67
H -0.18 -3.49 3.26
H -0.11 -0.94 3.33
H 1.27 1.01 3.93
H 3.73 0.80 4.03
H 4.81 -1.37 3.54
H 3.43 -3.32 2.92
F -1.76 3.71 1.39
C -0.71 4.36 0.89
C -0.79 5.72 0.81
F -1.90 6.31 1.24
C 0.26 6.52 0.29
C 1.41 5.79 -0.09
C 1.49 4.43 -0.01
F 2.62 3.84 -0.39
C 0.42 3.62 0.46
C 0.48 2.21 0.50
C -0.60 1.40 0.88
N -1.43 0.65 1.17
C 1.60 1.45 0.08
N 2.48 0.77 -0.25
F 2.47 6.44 -0.56
C 0.17 7.93 0.17
C 1.20 8.74 -0.35
N 1.99 9.48 -0.75
C -0.98 8.68 0.53
N -1.85 9.38 0.79
*
```

Values from the calculation:
LUMO level (alpha / beta) = 1.3 / 1.9 eV
Relative energy (zero: lowest compared OMol25 entry of this formula, charge and spin) = 0.9375 eV
Energy = -375945.1543 eV
Orbital gap (alpha / beta) = 4.11 / 4.72 eV

---

[3]
The following is a DFT calculation (the ωB97M-V functional and the def2-TZVPD basis) of a cluster of 2 separate species, C32H17BF12 in total in a non-equilibrium geometry.

ORCA input file:
```
! RIJCOSX wB97M-V def2-TZVPD def2/J DEFGRID3
* xyz 0 1
F 1.07 -0.40 6.62
C 0.60 -0.41 5.32
C -0.75 -0.17 5.08
C -1.14 -0.01 3.75
F -2.50 0.07 3.53
C -0.24 0.07 2.67
B -0.57 0.68 1.22
C -2.08 1.20 1.04
C -3.17 0.43 0.64
F -3.15 -0.94 0.91
C -4.38 0.97 0.17
C -4.58 2.34 0.41
F -5.79 2.88 0.05
C -3.63 3.13 1.03
C -2.41 2.54 1.33
F -1.52 3.29 2.07
C 0.47 1.81 0.65
C 0.50 2.13 -0.71
F -0.50 1.63 -1.54
C 1.37 3.03 -1.32
C 2.15 3.82 -0.47
F 2.84 4.89 -1.00
C 2.13 3.64 0.91
C 1.32 2.61 1.43
F 1.31 2.52 2.79
H -0.45 -0.29 0.36
C 1.06 -0.34 2.98
F 1.93 -0.58 1.95
C 1.53 -0.50 4.28
H -1.47 -0.06 5.90
H -5.11 0.33 -0.32
H -3.80 4.18 1.27
H 1.38 3.14 -2.39
H 2.68 4.29 1.60
H 2.59 -0.66 4.46
F 5.33 -1.58 -3.83
C 5.30 -1.90 -2.50
F 5.88 -3.13 -2.42
F 6.14 -1.02 -1.86
C 3.89 -1.87 -1.94
C 3.36 -2.92 -1.19
C 2.08 -2.80 -0.66
C 1.26 -1.69 -0.99
C -0.16 -1.68 -0.65
C -1.14 -1.88 -1.68
C -2.38 -2.55 -1.43
C -3.44 -2.51 -2.34
C -3.25 -1.88 -3.58
C -1.98 -1.45 -3.95
C -0.92 -1.54 -3.06
C 1.85 -0.63 -1.72
C 3.14 -0.72 -2.21
H 3.96 -3.83 -1.03
H 1.65 -3.62 -0.07
H -0.40 -2.18 0.32
H -2.50 -3.04 -0.46
H -4.39 -2.99 -2.08
H -4.10 -1.84 -4.29
H -1.81 -1.06 -4.97
H 0.10 -1.30 -3.39
H 1.27 0.27 -1.92
H 3.58 0.09 -2.79
*
```

Values from the calculation:
LUMO level = -2.5 eV
Relative energy (zero: lowest compared OMol25 entry of this formula, charge and spin) = 2.4881 eV
Energy = -66743.8119 eV
Orbital gap = 6.30 eV

---

[4]
The following is a DFT calculation (the ωB97M-V functional and the def2-TZVPD basis) of a structure of composition C32H18Cl5N5O7Pt in a non-equilibrium geometry.

ORCA input file:
```
! RIJCOSX wB97M-V def2-TZVPD def2/J DEFGRID3
* xyz 2 1
Pt 0.88 -0.64 0.38
Cl -0.69 -0.72 3.76
C 1.00 -0.47 3.55
C 1.57 -0.48 2.29
C 2.94 -0.36 2.22
Cl 3.63 -0.51 0.61
C 3.77 -0.19 3.32
Cl 5.46 -0.04 3.10
C 3.17 -0.14 4.58
Cl 4.14 0.07 5.97
C 1.79 -0.29 4.69
Cl 1.06 -0.26 6.24
O -5.60 -0.49 -2.87
N -4.69 -0.55 -3.68
O -4.79 -0.53 -4.88
C -3.28 -0.57 -3.12
C -2.29 -0.65 -4.02
C -0.92 -0.69 -3.59
C 0.17 -0.76 -4.48
C 1.44 -0.79 -3.98
C 1.61 -0.75 -2.59
N 0.59 -0.70 -1.75
C -0.65 -0.66 -2.24
C -1.71 -0.58 -1.28
N -1.34 -0.56 0.04
C -2.27 -0.45 0.96
C -3.63 -0.37 0.63
C -4.02 -0.42 -0.68
C -3.04 -0.52 -1.69
H -2.54 -0.68 -5.08
H -0.02 -0.79 -5.55
H 2.31 -0.84 -4.62
H 2.60 -0.77 -2.15
H -1.94 -0.40 1.98
H -4.36 -0.28 1.42
H -5.07 -0.36 -0.94
O -0.75 1.82 1.18
C 0.32 2.13 0.70
O 1.23 1.30 0.23
C 0.75 3.56 0.61
C 1.97 3.92 0.02
C 2.41 5.24 -0.04
C 1.56 6.17 0.52
O 1.72 7.50 0.61
C 0.58 8.05 1.28
O -0.28 6.93 1.57
C 0.33 5.82 1.11
C -0.11 4.52 1.17
H 2.59 3.13 -0.38
H 3.35 5.52 -0.49
H 0.06 8.74 0.62
H 0.89 8.51 2.21
H -1.04 4.24 1.63
N -2.14 -4.97 -1.62
C -1.28 -5.62 -0.80
O -1.30 -6.81 -0.63
C -0.24 -4.79 -0.06
C 0.68 -5.48 0.71
C 1.64 -4.76 1.41
C 1.64 -3.38 1.33
N 0.75 -2.71 0.58
C -0.17 -3.41 -0.10
H -2.81 -5.53 -2.11
H -2.10 -3.99 -1.82
H 0.63 -6.56 0.75
H 2.37 -5.25 2.03
H 2.37 -2.80 1.87
H -0.89 -2.83 -0.66
*
```

Values from the calculation:
LUMO level (alpha / beta) = -9.3 / -9.4 eV
Relative energy (zero: lowest compared OMol25 entry of this formula, charge and spin) = 2.0281 eV
Energy = -121100.0239 eV
Orbital gap (alpha / beta) = 2.88 / 2.80 eV

---

Question: Which value of energy does entry 2 give?
Answer: -375945.1543 eV

---

Question: What is the energy in the third record?
Answer: -66743.8119 eV